Computed, not measured: a single CH3N5O2 molecule in a non-equilibrium geometry, with wB97M-V/def2-TZVPD.

Computed properties:
**HOMO**: -0.3187 Eh
**Gap between HOMO and LUMO**: 7.72 eV
**Relative energy (zero: lowest compared OMol25 entry of this formula, charge and spin)**: 387.1 kJ/mol
**E_LUMO**: -0.950 eV
**SMILES**: N/N=c1\nnon1O
**Maximum force**: 0.1393 Eh/bohr
**Molar mass**: 117.07 u

Last column: Mulliken charge in e.
CARTESIAN COORDINATES (ANGSTROEM)
C (-0.01394, -0.10975, 0.14185)  0.4394
H (-3.29476, -0.27758, -0.61012)  0.2783
H (-2.22535, 0.88246, 0.52292)  0.3121
H (2.72702, -1.52517, -0.03307)  0.3725
N (-2.32085, -0.10795, -0.05853)  -0.3425
N (-1.16297, -0.68485, -0.23074)  -0.2683
N (0.06187, 1.13970, 0.65609)  -0.2030
N (1.10129, 1.78752, 0.08372)  -0.0931
N (1.28405, -0.54400, -0.33832)  0.0733
O (1.84669, 0.68127, -0.68903)  -0.2142
O (1.99695, -1.24165, 0.55524)  -0.3545